C38H42N2O5P2PtS | ωB97M-V with the def2-TZVPD basis set

The geometry in XYZ format:
```
91
Properties=species:S:1:pos:R:3:forces:R:3:lowdin_charge:R:1
Pt -0.88023 0.65900 -0.71545 -0.7 -0.1 -0.3 1.143
O 1.15081 0.54310 -0.90052 -0.3 0.4 0.0 -0.455
P 2.09352 0.22073 0.25528 0.1 -0.2 0.3 0.795
C 1.65247 -1.39374 0.95687 0.0 0.0 0.0 -0.281
P -0.00803 -1.34522 1.70454 0.2 0.0 0.0 0.807
O -0.82200 -0.19386 1.13375 -0.3 -0.2 -0.2 -0.469
C 0.18671 -1.01492 3.45024 0.0 0.0 0.0 -0.275
C -0.22546 0.21303 3.96027 0.0 0.0 0.0 -0.068
C -0.05715 0.48302 5.30973 0.0 0.0 0.0 -0.058
C 0.52113 -0.46359 6.14197 0.0 0.0 0.0 -0.051
C 0.93027 -1.69081 5.63350 0.0 0.0 0.0 -0.056
C 0.75815 -1.97125 4.28924 0.0 0.0 0.0 -0.068
C -0.72176 -2.97025 1.50171 0.0 0.0 0.1 -0.303
C -2.10648 -3.07513 1.42106 0.0 0.0 0.0 -0.065
C -2.69480 -4.32379 1.31628 0.0 0.0 0.0 -0.056
C -1.90657 -5.46803 1.30442 0.0 0.0 0.0 -0.057
C -0.52589 -5.36553 1.39406 0.0 0.0 0.0 -0.069
C 0.06886 -4.11537 1.48788 0.0 0.0 0.1 -0.092
C 3.75604 0.11150 -0.37661 -0.1 0.0 -0.1 -0.278
C 4.13113 1.04054 -1.34781 0.0 0.0 0.0 -0.060
C 5.42716 1.04231 -1.83278 0.0 0.0 0.0 -0.052
C 6.35050 0.12359 -1.35108 0.0 0.0 0.0 -0.048
C 5.97976 -0.80291 -0.38740 0.0 0.0 0.0 -0.055
C 4.68256 -0.81251 0.10075 0.0 0.0 0.0 -0.075
C 2.04849 1.41556 1.58363 0.0 0.0 0.0 -0.290
C 1.17438 2.49696 1.54826 0.0 0.0 0.0 -0.074
C 1.16837 3.40724 2.59458 0.0 0.0 0.0 -0.055
C 2.02969 3.23766 3.66884 0.0 0.0 0.0 -0.053
C 2.90764 2.16071 3.70302 0.0 0.0 0.0 -0.055
C 2.92188 1.25258 2.65993 0.0 0.0 0.0 -0.068
H 2.38200 -1.69600 1.71126 0.0 0.0 0.0 0.077
H 1.66739 -2.10962 0.13041 0.0 0.0 0.0 0.055
H -0.66623 0.94826 3.30127 0.0 0.0 0.0 0.106
H -0.37689 1.43531 5.71133 0.0 0.0 0.0 0.115
H 0.64918 -0.25003 7.19481 0.0 0.0 0.0 0.116
H 1.37158 -2.43019 6.28776 0.0 0.0 0.0 0.115
H 1.05924 -2.93866 3.90339 0.0 0.0 0.0 0.106
H -2.71319 -2.17794 1.41760 0.0 0.0 0.0 0.110
H -3.77107 -4.41129 1.24968 0.0 0.0 0.0 0.111
H -2.37053 -6.44250 1.23033 0.0 0.0 0.0 0.116
H 0.08806 -6.25611 1.39172 0.0 0.0 0.0 0.118
H 1.14898 -4.04950 1.55496 0.0 0.0 0.0 0.110
H 3.40788 1.75223 -1.72580 0.0 0.0 0.0 0.112
H 5.71960 1.75993 -2.58700 0.0 0.0 0.0 0.116
H 7.36330 0.12844 -1.73078 0.0 0.0 0.0 0.118
H 6.69919 -1.52073 -0.01809 0.0 0.0 0.0 0.116
H 4.40939 -1.54704 0.84807 0.0 0.0 0.0 0.101
H 0.49172 2.61898 0.71591 0.0 0.0 0.0 0.086
H 0.49091 4.25021 2.56958 0.0 0.0 0.0 0.115
H 2.02425 3.95169 4.48184 0.0 0.0 0.0 0.117
H 3.58374 2.03457 4.53759 0.0 0.0 0.0 0.117
H 3.62323 0.42536 2.68570 0.0 0.0 0.0 0.113
N -5.65894 0.21122 -0.73714 0.1 0.0 0.0 0.190
C -5.12314 1.46087 -0.08632 0.0 -0.1 0.0 -0.022
C -3.59137 1.42574 -0.21781 -0.3 0.4 0.1 -0.670
O -2.96417 2.38325 0.19325 -0.2 -0.2 -0.1 0.037
O -3.14815 0.35548 -0.77929 1.5 0.6 0.3 -0.141
H -6.20372 0.40633 -1.57477 0.0 0.0 0.0 0.171
H -6.22647 -0.35661 -0.11168 0.0 0.0 0.0 0.169
H -4.77756 -0.29359 -1.00221 -0.1 0.0 0.0 0.140
H -5.41134 1.47585 0.96086 0.0 0.0 0.0 0.142
H -5.53258 2.33600 -0.58130 0.0 0.0 0.0 0.141
N -0.89715 2.03710 -2.15575 -0.1 -0.2 0.5 0.059
C -0.87861 3.13134 -2.49640 0.1 -0.2 -0.3 -0.053
C -0.85632 4.48983 -2.91815 0.0 0.1 -0.1 -0.214
C -1.52432 5.43574 -2.13697 0.0 0.0 0.0 -0.013
C -1.49805 6.76097 -2.53101 0.0 0.0 0.0 -0.049
C -0.81810 7.12944 -3.68536 0.0 0.0 0.0 -0.042
C -0.15736 6.18132 -4.45676 0.0 0.0 0.0 -0.049
C -0.16962 4.85102 -4.07874 0.0 0.0 0.0 -0.015
H -2.04771 5.12357 -1.24281 0.0 0.0 0.0 0.121
H -2.00755 7.50925 -1.94013 0.0 0.0 0.0 0.117
H -0.80315 8.16774 -3.98835 0.0 0.0 0.0 0.119
H 0.36661 6.48043 -5.35371 0.0 0.0 0.0 0.117
H 0.33860 4.10062 -4.66844 0.0 0.0 0.0 0.124
C -1.97193 -4.46573 -2.73379 0.0 0.0 0.0 -0.118
C -0.52517 -4.35976 -2.28977 0.1 0.0 -0.1 -0.374
S 0.12560 -2.68496 -2.11048 0.0 -0.1 -0.1 0.923
O -0.83274 -1.96629 -1.20269 0.0 -0.1 0.0 -0.595
C -0.11523 -2.00671 -3.78267 0.0 -0.1 0.0 -0.360
C -1.47014 -1.35634 -4.00813 0.0 0.0 0.0 -0.123
H -2.33177 -5.47861 -2.55522 0.0 0.0 0.0 0.084
H -2.08677 -4.25888 -3.79601 0.0 0.0 0.0 0.069
H -2.59471 -3.77654 -2.16268 0.0 0.0 0.0 0.071
H 0.16611 -4.87906 -2.95775 0.0 0.0 0.0 0.097
H -0.39264 -4.77757 -1.28878 0.0 0.0 0.0 0.062
H 0.07303 -2.83184 -4.47254 0.0 0.0 0.0 0.094
H 0.69362 -1.28538 -3.90423 0.0 0.0 0.0 0.082
H -2.26495 -2.08960 -4.11196 0.0 0.0 0.0 0.062
H -1.42902 -0.76591 -4.92333 0.0 0.0 0.0 0.085
H -1.72600 -0.69568 -3.18066 0.0 0.0 0.0 0.033
```
Forces are in eV/Å.

## Properties
- HOMO-LUMO gap: 0.3087 hartree
- Net charge: +2
- HOMO level: -13.16 eV
- Largest force on an atom: 1.7 eV Å⁻¹
- LUMO level: -4.8 eV
- Energy relative to the best compared isomer or geometry (same formula, charge and spin): 1.154 eV